No. 1
Molecular formula: C41H41ClCsN4OPSi
Method: DFT, wB97M-V/def2-TZVPD

As for the charge: -2. Its HOMO-LUMO gap is 5.94 eV.

CARTESIAN COORDINATES (ANGSTROEM)
Cs1 1.228 0.034 0.339
C1 4.080 -3.547 -1.040
Si1 3.348 -2.152 -2.084
C2 3.884 -2.518 -3.861
C3 1.487 -2.464 -2.090
N1 3.629 -0.585 -1.540
C4 4.826 0.033 -1.470
C5 6.092 -0.574 -1.745
C6 7.298 0.103 -1.696
C7 7.342 1.456 -1.375
C8 6.138 2.093 -1.095
C9 4.939 1.408 -1.114
O1 3.755 2.115 -0.866
C10 3.709 2.941 0.223
C11 2.917 4.076 0.115
C12 2.773 4.926 1.201
C13 3.415 4.655 2.402
C14 4.199 3.511 2.506
C15 4.356 2.657 1.424
H1 3.653 -4.519 -1.314
H2 3.865 -3.368 0.022
H3 5.169 -3.612 -1.144
H4 3.550 -3.514 -4.176
H5 4.973 -2.468 -3.982
H6 3.443 -1.777 -4.539
H7 1.282 -3.450 -2.523
H8 0.953 -1.716 -2.685
H9 1.061 -2.458 -1.081
H10 6.088 -1.630 -1.999
H11 8.217 -0.431 -1.912
H12 8.277 2.000 -1.338
H13 6.128 3.147 -0.837
H14 2.400 4.262 -0.818
H15 2.136 5.798 1.111
H16 3.286 5.310 3.254
H17 4.680 3.265 3.445
H18 4.955 1.759 1.506
Cl1 -0.148 2.721 0.648
C16 -1.761 3.442 0.666
C17 -1.819 4.826 0.741
C18 -3.062 5.439 0.784
C19 -4.204 4.647 0.760
C20 -4.094 3.260 0.687
C21 -2.859 2.593 0.630
P1 -2.456 0.613 0.027
C22 -2.218 0.003 1.792
C23 -2.124 0.885 2.879
C24 -1.862 0.440 4.169
C25 -1.707 -0.911 4.436
C26 -1.818 -1.807 3.386
C27 -2.061 -1.359 2.090
C28 -4.275 0.423 -0.309
C29 -4.761 0.742 -1.578
C30 -6.108 0.613 -1.885
C31 -7.006 0.160 -0.922
C32 -6.535 -0.150 0.348
C33 -5.183 -0.017 0.650
H19 -0.903 5.407 0.769
H20 -3.134 6.519 0.840
H21 -5.185 5.110 0.804
H22 -5.009 2.677 0.672
H23 -2.244 1.946 2.727
H24 -1.760 1.165 4.968
H25 -1.469 -1.252 5.437
H26 -1.685 -2.869 3.562
H27 -2.127 -2.086 1.296
H28 -4.063 1.087 -2.335
H29 -6.462 0.864 -2.879
H30 -8.059 0.058 -1.157
H31 -7.224 -0.501 1.109
H32 -4.828 -0.264 1.645
C34 -2.800 -3.240 -3.606
C35 -2.851 -3.540 -2.104
C36 -4.251 -4.051 -1.738
C37 -1.806 -4.610 -1.760
C38 -2.579 -2.308 -1.338
C39 -2.356 -1.283 -0.718
H33 -3.010 -4.147 -4.184
H34 -1.812 -2.869 -3.884
H35 -3.537 -2.478 -3.867
H36 -4.486 -4.968 -2.293
H37 -5.005 -3.294 -1.969
H38 -4.307 -4.264 -0.669
H39 -1.966 -5.509 -2.369
H40 -1.877 -4.886 -0.705
H41 -0.800 -4.233 -1.942
N2 1.589 -0.448 3.034
C40 1.640 -0.571 4.197
N3 1.472 -0.746 5.467
C41 2.357 -0.829 6.423
N4 3.070 -0.915 7.343


No. 2
Molecular formula: C3H8EuO
Method: DFT, wB97M-V/def2-TZVPD

Its spin multiplicity is 8. Its HOMO-LUMO gap (spin up / spin down) is 6.27 / 6.53 eV.

CARTESIAN COORDINATES (ANGSTROEM)
C1 0.972 -1.662 0.076
O1 0.487 -0.339 0.083
C2 -0.961 -0.178 -0.099
C3 -1.242 1.304 -0.042
H1 2.044 -1.629 0.298
H2 0.458 -2.264 0.842
H3 0.815 -2.125 -0.910
H4 -1.440 -0.761 0.704
H5 -1.204 -0.653 -1.065
H6 2.642 3.088 -0.031
H7 -1.938 1.557 0.770
H8 -1.657 1.682 -0.986
Eu1 1.024 1.980 0.359


No. 3
Molecular formula: C12H14OS
Method: DFT, wB97M-V/def2-TZVPD

Its HOMO-LUMO gap (spin up / spin down) is 7.81 / 7.13 eV.

CARTESIAN COORDINATES (ANGSTROEM)
C1 -0.669 -0.428 -1.250
C2 -1.306 -1.598 -0.638
C3 -0.149 0.453 0.883
C4 -0.789 -0.581 1.555
C5 -0.131 0.526 -0.462
C6 -1.341 -1.532 0.702
C7 -0.802 -0.897 2.953
C8 -1.380 -1.983 3.550
C9 -0.938 -4.695 3.001
C10 -0.267 2.331 -2.366
C11 1.957 1.690 -1.486
C12 0.525 1.756 -1.134
O1 -3.304 -3.647 2.630
S1 -1.886 -3.335 2.484
H1 -0.541 -0.372 -2.336
H2 -1.549 -2.480 -1.209
H3 0.376 1.189 1.538
H4 -0.276 -0.167 3.492
H5 -1.098 -2.227 4.591
H6 -1.565 -5.591 2.567
H7 0.018 -4.538 2.659
H8 -1.352 2.038 -2.266
H9 0.223 1.828 -3.251
H10 -0.009 3.373 -2.465
H11 2.589 1.477 -0.513
H12 2.172 2.756 -1.765
H13 2.261 1.059 -2.226
H14 0.476 2.636 -0.462


No. 4
Molecular formula: C18H45Cl4N3O6
Method: DFT, wB97M-V/def2-TZVPD

Its HOMO-LUMO gap is 9.63 eV.

CARTESIAN COORDINATES (ANGSTROEM)
C1 -0.360 -5.004 -3.645
O1 0.268 -3.914 -4.214
C2 0.416 -2.909 -3.198
C3 1.424 -1.803 -3.526
C4 2.068 -0.919 -2.436
N1 0.886 -0.912 -4.497
H1 0.345 -5.566 -3.032
H2 -0.690 -5.653 -4.456
H3 -1.214 -4.705 -3.037
H4 -0.539 -2.410 -3.034
H5 0.777 -3.353 -2.270
H6 2.275 -2.275 -4.017
H7 3.102 -0.669 -2.676
H8 1.969 -1.526 -1.537
H9 1.557 0.011 -2.189
H10 1.642 -0.260 -4.650
H11 0.719 -1.403 -5.364
C5 -2.741 0.591 3.917
O2 -3.033 0.666 2.491
C6 -3.707 -0.465 1.961
C7 -4.068 -0.268 0.468
C8 -4.669 -1.495 -0.327
N2 -2.773 0.035 -0.157
H12 -3.486 -0.021 4.425
H13 -2.733 1.592 4.348
H14 -1.764 0.234 4.245
H15 -3.060 -1.331 2.102
H16 -4.631 -0.599 2.524
H17 -4.729 0.598 0.433
H18 -5.754 -1.483 -0.226
H19 -4.458 -2.489 0.069
H20 -4.508 -1.574 -1.402
H21 -2.804 0.506 -1.050
H22 -2.323 0.678 0.478
C9 0.075 9.573 2.751
O3 1.078 9.315 1.762
C10 1.457 7.992 1.527
C11 0.396 7.008 0.888
C12 0.869 5.533 0.878
N3 -0.032 7.508 -0.350
H23 -0.838 8.982 2.820
H24 -0.296 10.598 2.735
H25 0.637 9.366 3.661
H26 2.325 8.012 0.868
H27 1.796 7.562 2.470
H28 -0.554 6.912 1.413
H29 1.926 5.447 1.127
H30 0.767 5.060 -0.099
H31 0.301 4.858 1.518
H32 -0.199 8.473 -0.102
H33 0.773 7.592 -0.953
C13 1.767 -7.667 1.214
C14 1.476 -7.133 -0.254
O4 0.285 -6.326 -0.252
C15 0.274 -5.017 0.070
O5 1.215 -4.247 0.384
O6 -1.002 -4.629 -0.068
C16 -1.258 -3.223 0.063
H34 1.911 -6.802 1.862
H35 2.700 -8.211 1.357
H36 0.950 -8.346 1.457
H37 1.214 -7.916 -0.965
H38 2.412 -6.735 -0.647
H39 -2.239 -2.884 -0.271
H40 -0.608 -2.589 -0.541
H41 -1.189 -2.972 1.121
Cl1 0.236 -0.227 2.259
C17 0.559 0.497 0.657
Cl2 0.285 2.254 0.634
H42 1.572 0.388 0.269
H43 -0.144 0.045 -0.042
Cl3 3.737 -0.582 1.224
C18 5.272 -0.062 0.430
Cl4 5.205 1.616 -0.180
H44 6.038 -0.193 1.195
H45 5.446 -0.734 -0.410


No. 5
Molecular formula: C26H41Cl16NO4S2
Method: DFT, wB97M-V/def2-TZVPD

Its HOMO-LUMO gap is 7.13 eV.

CARTESIAN COORDINATES (ANGSTROEM)
H1 5.489 -0.225 0.421
N1 4.816 -0.736 1.052
C1 3.584 -0.628 0.445
C2 3.332 0.201 -0.984
C3 2.035 1.204 -0.660
C4 2.253 2.628 -0.280
S1 3.967 3.416 -0.181
C5 0.887 3.509 0.068
O1 0.951 4.841 0.344
C6 -0.594 2.733 0.109
S2 -2.031 3.832 0.724
C7 -0.798 1.306 -0.295
C8 -2.282 0.553 -0.293
C9 -2.289 -0.673 0.820
O2 -3.382 -1.447 0.857
O3 -1.106 -0.833 1.698
C10 0.542 0.469 -0.756
O4 0.376 -0.811 -1.161
H2 2.592 -1.082 0.931
H3 3.067 -0.558 -1.862
H4 4.283 0.785 -1.342
H5 4.585 2.915 0.977
H6 -1.565 4.228 2.019
H7 -2.432 0.156 -1.409
H8 -3.173 1.309 -0.109
H9 -0.675 -1.705 1.456
Cl1 1.481 -3.827 -0.253
C11 1.966 -3.904 -1.966
C12 3.409 -4.351 -2.134
Cl2 4.565 -3.125 -1.556
H10 1.794 -2.920 -2.412
H11 1.296 -4.620 -2.452
H12 3.626 -4.517 -3.193
H13 3.607 -5.284 -1.596
Cl3 -0.104 -6.572 1.839
C13 -0.377 -7.941 0.731
C14 0.920 -8.473 0.145
Cl4 1.668 -7.321 -0.990
H14 -1.068 -7.611 -0.051
H15 -0.872 -8.724 1.313
H16 0.726 -9.391 -0.418
H17 1.651 -8.702 0.927
Cl5 6.684 4.511 1.682
C15 7.660 5.697 0.779
C16 6.892 6.306 -0.383
Cl6 6.589 5.126 -1.682
H18 8.573 5.198 0.441
H19 7.943 6.479 1.489
H20 7.473 7.122 -0.825
H21 5.928 6.712 -0.061
Cl7 -2.662 1.549 5.202
C17 -2.560 -0.228 5.144
C18 -3.928 -0.885 5.240
Cl8 -4.658 -0.685 6.853
H22 -1.898 -0.557 5.950
H23 -2.090 -0.486 4.190
H24 -3.837 -1.961 5.065
H25 -4.624 -0.477 4.500
Cl9 -2.795 2.245 -2.726
C19 -2.310 2.167 -4.438
C20 -0.867 1.720 -4.606
Cl10 0.289 2.946 -4.029
H26 -2.481 3.152 -4.884
H27 -2.980 1.452 -4.925
H28 -0.649 1.555 -5.666
H29 -0.668 0.787 -4.069
Cl11 -7.595 4.699 2.419
C21 -7.110 4.622 0.707
C22 -5.667 4.175 0.539
Cl12 -4.511 5.401 1.116
H30 -7.281 5.606 0.261
H31 -7.780 3.906 0.221
H32 -5.449 4.009 -0.521
H33 -5.468 3.242 1.076
Cl13 5.808 -6.236 1.043
C23 5.244 -4.682 1.707
C24 4.684 -4.829 3.113
Cl14 3.150 -5.732 3.135
H34 4.501 -4.269 1.018
H35 6.108 -4.011 1.718
H36 4.476 -3.841 3.535
H37 5.389 -5.340 3.776
Cl15 -6.160 3.982 -3.019
C25 -6.058 2.205 -3.078
C26 -7.426 1.548 -2.981
Cl16 -8.156 1.747 -1.369
H38 -5.396 1.876 -2.271
H39 -5.588 1.946 -4.031
H40 -7.335 0.472 -3.157
H41 -8.122 1.956 -3.721


No. 6
Molecular formula: C4H4N4
Method: DFT, wB97M-V/def2-TZVPD

Its HOMO-LUMO gap is 9.61 eV.

CARTESIAN COORDINATES (ANGSTROEM)
C1 -1.667 0.232 1.339
C2 -0.871 1.240 0.894
C3 0.263 0.700 0.179
N1 0.962 1.069 -0.997
N2 1.450 -0.088 -1.544
N3 0.916 -1.093 -0.988
N4 0.151 -0.706 -0.062
C4 -0.855 -1.083 0.895
H1 -2.544 0.370 1.986
H2 -1.288 2.187 0.950
H3 -1.389 -2.024 0.545
H4 -0.354 -1.343 1.812


| no. | F_max (eV/Å) |
| --- | --- |
| 1 | 1.1 |
| 2 | 2.0 |
| 3 | 5.0 |
| 4 | 3.9 |
| 5 | 9.1 |
| 6 | 7.6 |